Here is a 17-piece molecular cluster, H34O17 overall at a distorted geometry from OMol25. Energies are from ωB97M-V/def2-TZVPD.

Summary:
- HOMO-LUMO gap: 10.7 eV
- E_LUMO: 0.13 eV
- HOMO energy: -10.587 eV
- E: -1299.5300 Eh
- ΔE to the lowest compared entry with this formula, charge and spin: 0.0 kcal/mol
- Net charge: 0

Atoms and positions in Å:
1 O 4.45 0.83 -0.62
2 H 4.48 0.11 0.06
3 H 5.32 1.29 -0.61
4 O 0.63 -1.41 1.10
5 H 0.03 -1.01 0.44
6 H 1.14 -2.13 0.67
7 O -1.58 3.35 -2.12
8 H -1.48 4.31 -2.20
9 H -0.77 3.16 -1.58
10 O 1.81 1.50 -0.72
11 H 2.79 1.49 -0.85
12 H 1.44 0.90 -1.41
13 O 0.72 -0.16 -2.63
14 H 0.37 0.68 -2.98
15 H -0.06 -0.51 -2.14
16 O -2.79 -0.96 2.78
17 H -2.21 -1.56 2.25
18 H -3.08 -1.49 3.53
19 O 4.09 -0.70 1.54
20 H 4.05 -1.63 1.30
21 H 3.22 -0.36 1.78
22 O 2.58 -1.89 -2.28
23 H 3.05 -1.15 -1.88
24 H 2.33 -1.64 -3.17
25 O -1.24 -0.80 -0.81
26 H -1.55 0.07 -0.48
27 H -1.89 -1.39 -1.22
28 O -4.06 -0.62 0.38
29 H -3.97 -0.77 1.35
30 H -3.66 0.22 0.06
31 O 2.43 -3.19 0.02
32 H 2.26 -2.86 -0.89
33 H 2.36 -4.15 -0.01
34 O 0.32 3.77 -0.38
35 H -0.11 3.98 0.47
36 H 1.16 3.33 -0.47
37 O -1.41 -2.94 1.78
38 H -1.34 -2.67 0.87
39 H -0.50 -2.84 2.07
40 O -0.67 3.03 1.80
41 H 0.12 2.39 1.97
42 H -1.29 2.90 2.52
43 O -4.22 -2.77 -1.19
44 H -5.05 -3.19 -1.40
45 H -4.28 -1.99 -0.59
46 O -2.58 1.55 -0.39
47 H -2.54 2.24 -1.09
48 H -2.57 2.11 0.41
49 O 1.33 1.46 1.98
50 H 0.92 0.57 2.00
51 H 1.48 1.55 1.00

natural (NBO) atomic charge list, values in e, 5 entries:
1. O -1.012
2. H 0.511
3. H 0.487
4. O -1.041
5. H 0.497


Here is a 17-piece molecular cluster, H34O17 overall at a distorted geometry from OMol25. Energies are from ωB97M-V/def2-TZVPD.

Summary:
- HOMO-LUMO gap: 9.3 eV
- E_LUMO: -0.77 eV
- HOMO energy: -10.033 eV
- E: -1299.4586 Eh
- ΔE to the lowest compared entry with this formula, charge and spin: 44.8 kcal/mol
- Net charge: 0

Atoms and positions in Å:
1 O 1.68 -1.28 -2.36
2 H 0.80 -1.63 -2.21
3 H 2.13 -1.96 -2.86
4 O -1.16 2.13 5.22
5 H -2.02 1.93 5.60
6 H -1.12 1.59 4.43
7 O -1.35 0.25 2.47
8 H -0.95 0.49 1.63
9 H -1.94 -0.47 2.26
10 O 6.32 -0.18 0.57
11 H 5.54 -0.01 1.09
12 H 6.01 -0.14 -0.34
13 O -0.45 4.07 -2.26
14 H -0.69 4.91 -1.86
15 H 0.44 3.90 -1.96
16 O 1.60 -4.23 1.75
17 H 1.23 -4.99 1.28
18 H 2.51 -4.20 1.47
19 O 3.16 0.51 -0.76
20 H 2.83 -0.30 -1.15
21 H 3.39 1.06 -1.51
22 O -3.07 -2.55 0.62
23 H -3.76 -1.90 0.70
24 H -2.92 -2.85 1.52
25 O -3.71 -1.25 -4.18
26 H -4.40 -1.82 -3.84
27 H -2.90 -1.63 -3.84
28 O -1.41 -2.28 -1.64
29 H -2.09 -2.41 -0.98
30 H -1.37 -3.11 -2.11
31 O 4.56 2.48 0.83
32 H 4.65 2.56 1.78
33 H 3.71 2.07 0.70
34 O -2.09 2.04 -1.35
35 H -1.41 1.42 -1.11
36 H -1.62 2.76 -1.77
37 O 1.24 4.17 2.30
38 H 1.56 4.93 2.79
39 H 1.76 4.17 1.50
40 O 1.37 1.42 3.19
41 H 0.66 0.81 3.00
42 H 1.05 2.27 2.89
43 O -0.21 -0.03 0.01
44 H -0.54 -0.70 -0.60
45 H 0.75 -0.09 -0.07
46 O -4.17 1.42 -3.32
47 H -3.89 0.54 -3.60
48 H -3.45 1.73 -2.77
49 O -2.04 -5.39 -0.04
50 H -1.50 -4.71 -0.45
51 H -2.75 -5.53 -0.66

natural (NBO) atomic charge list, values in e, 5 entries:
1. O -0.961
2. H 0.489
3. H 0.481
4. O -0.944
5. H 0.459


Here is a 17-piece molecular cluster, H34O17 overall at a distorted geometry from OMol25. Energies are from ωB97M-V/def2-TZVPD.

Summary:
- HOMO-LUMO gap: 10.3 eV
- E_LUMO: -0.15 eV
- HOMO energy: -10.481 eV
- E: -1299.4855 Eh
- ΔE to the lowest compared entry with this formula, charge and spin: 27.9 kcal/mol
- Net charge: 0

Atoms and positions in Å:
1 O -0.75 -1.28 -1.62
2 H -0.62 -2.20 -1.41
3 H -1.32 -1.28 -2.39
4 O 1.57 1.62 -4.56
5 H 1.40 0.96 -3.90
6 H 1.86 2.39 -4.07
7 O -0.80 -4.07 -1.49
8 H -1.72 -4.34 -1.41
9 H -0.60 -4.18 -2.42
10 O 1.44 0.40 -2.15
11 H 0.79 -0.25 -1.90
12 H 1.56 0.94 -1.37
13 O 1.52 1.95 4.56
14 H 1.21 2.56 5.24
15 H 2.33 2.33 4.24
16 O -2.08 -2.12 -4.13
17 H -2.02 -2.05 -5.08
18 H -2.90 -2.59 -3.98
19 O -4.44 1.01 1.16
20 H -4.22 0.64 2.01
21 H -4.85 1.85 1.36
22 O 3.75 -1.40 -2.11
23 H 4.58 -1.19 -2.53
24 H 3.16 -0.69 -2.37
25 O -0.52 2.47 2.35
26 H -0.01 2.03 3.03
27 H -0.30 2.00 1.54
28 O -1.97 4.57 1.44
29 H -1.51 5.34 1.77
30 H -1.39 3.83 1.66
31 O -3.75 0.03 -3.67
32 H -3.10 -0.66 -3.57
33 H -3.58 0.63 -2.94
34 O -4.00 2.05 -1.45
35 H -3.69 1.63 -0.65
36 H -3.56 2.90 -1.46
37 O 4.54 2.30 3.65
38 H 4.89 1.84 2.89
39 H 5.20 2.19 4.33
40 O 1.04 -4.83 2.42
41 H 0.15 -5.16 2.28
42 H 1.05 -3.98 1.99
43 O 0.17 -1.36 4.18
44 H 0.41 -0.50 4.52
45 H 1.00 -1.79 4.01
46 O 2.63 -1.49 0.60
47 H 3.37 -1.80 1.11
48 H 2.91 -1.57 -0.31
49 O 0.33 0.49 0.30
50 H 0.94 -0.14 0.68
51 H -0.10 0.00 -0.41

natural (NBO) atomic charge list, values in e, 5 entries:
1. O -0.998
2. H 0.508
3. H 0.501
4. O -0.964
5. H 0.490


Here is a 17-piece molecular cluster, H35O17 overall at a distorted geometry from OMol25. Energies are from ωB97M-V/def2-TZVPD.

Summary:
- HOMO-LUMO gap: 10.4 eV
- E_LUMO: -2.62 eV
- HOMO energy: -12.988 eV
- E: -1299.7499 Eh
- ΔE to the lowest compared entry with this formula, charge and spin: 99.8 kcal/mol
- Net charge: +1

Atoms and positions in Å:
1 O 2.06 -0.81 -0.78
2 H -0.76 -3.07 3.20
3 H -0.26 -1.70 2.73
4 O -0.72 -2.49 2.43
5 H 4.53 0.06 0.00
6 H -3.73 2.46 -1.87
7 O 0.41 0.08 -2.94
8 H -0.02 0.92 -3.07
9 H 1.22 0.53 0.58
10 O -4.69 0.86 0.43
11 H -5.00 1.01 1.30
12 H 2.38 -0.19 2.16
13 O 2.11 0.56 1.62
14 H -0.84 1.86 -2.63
15 O -2.09 1.35 1.10
16 H -2.97 1.70 0.86
17 H -3.18 -2.31 -2.61
18 O 0.89 2.15 4.51
19 H -3.15 0.94 -2.61
20 H -0.51 -2.31 -1.06
21 O 4.63 1.42 2.00
22 H 2.40 -0.39 -1.56
23 H 5.43 0.95 1.85
24 O 5.26 -0.54 0.22
25 H -4.16 3.45 -0.99
26 H 5.61 -0.96 -0.57
27 O -2.76 -2.81 -3.32
28 H 0.35 2.40 5.27
29 H -1.93 -3.04 -2.91
30 O 1.56 -3.06 -1.67
31 H 2.33 -2.39 3.99
32 H 0.23 0.35 -0.57
33 O -1.30 -2.50 -0.54
34 H 2.08 -3.83 -1.94
35 H -1.01 -2.55 0.37
36 O 2.44 -1.84 3.21
37 H 2.36 -1.75 -0.92
38 H 0.87 -0.33 -3.68
39 O 0.25 1.02 0.17
40 H 1.68 1.92 5.02
41 H -2.07 1.61 2.01
42 O -0.79 2.53 -1.93
43 H 3.37 -1.70 3.00
44 H 4.35 1.76 2.83
45 O -4.60 2.79 -1.56
46 H -0.43 0.64 0.80
47 H -5.28 1.31 -0.18
48 O -2.94 1.27 -3.48
49 H -3.81 1.60 -3.74
50 H 2.40 1.38 2.02
51 H 0.71 -3.46 -1.43
52 H -1.32 3.16 -2.46

natural (NBO) atomic charge list, values in e, 5 entries:
1. O -1.001
2. H 0.487
3. H 0.477
4. O -0.957
5. H 0.493


Here is a 18-piece molecular cluster, H36O18 overall at a distorted geometry from OMol25. Energies are from ωB97M-V/def2-TZVPD.

Summary:
- HOMO-LUMO gap: 10.7 eV
- E_LUMO: -0.21 eV
- HOMO energy: -10.899 eV
- E: -1375.7105 Eh
- ΔE to the lowest compared entry with this formula, charge and spin: 173.4 kcal/mol
- Net charge: 0

Atoms and positions in Å:
1 O 1.81 4.97 -2.55
2 H 1.31 4.12 -2.52
3 H 1.76 5.07 -1.59
4 O 0.16 3.28 -1.27
5 H -0.35 2.48 -1.47
6 H -0.45 3.98 -1.73
7 O 1.31 -5.84 -1.10
8 H 2.31 -5.81 -0.91
9 H 0.96 -5.22 -0.43
10 O -4.35 -0.12 -3.98
11 H -3.51 0.36 -4.19
12 H -3.94 -0.42 -3.17
13 O 4.41 1.05 3.28
14 H 5.28 1.27 3.38
15 H 4.04 0.83 2.46
16 O 0.36 0.72 0.46
17 H 0.38 1.36 1.23
18 H 0.69 -0.10 0.76
19 O 2.19 -3.45 -1.68
20 H 1.16 -3.24 -1.58
21 H 2.65 -2.61 -1.54
22 O -1.37 -4.61 -0.59
23 H -1.33 -4.86 -1.51
24 H -0.47 -4.76 -0.31
25 O -0.27 0.18 -2.28
26 H -0.19 0.50 -1.42
27 H -0.95 -0.43 -2.10
28 O 0.61 -2.45 3.04
29 H -0.15 -2.12 3.48
30 H 1.28 -2.81 3.59
31 O -5.43 0.66 -1.28
32 H -5.61 0.55 -0.30
33 H -6.03 -0.07 -1.59
34 O 4.86 2.86 1.02
35 H 4.66 2.91 0.12
36 H 4.39 3.45 1.55
37 O -0.31 -1.59 0.04
38 H -0.31 -1.81 -0.82
39 H -0.74 -1.39 0.81
40 O -2.66 0.77 -0.96
41 H -2.89 1.27 -0.15
42 H -3.51 0.36 -1.22
43 O -3.60 5.11 -0.43
44 H -3.03 5.20 -1.22
45 H -4.36 4.71 -0.83
46 O -2.77 -2.47 2.35
47 H -3.31 -3.22 2.09
48 H -1.86 -2.95 1.99
49 O 3.74 -0.96 1.29
50 H 4.15 -0.88 2.27
51 H 2.73 -1.23 1.47
52 O 2.04 2.20 3.25
53 H 2.97 2.22 3.50
54 H 1.54 2.94 3.30

natural (NBO) atomic charge list, values in e, 5 entries:
1. O -0.951
2. H 0.481
3. H 0.457
4. O -0.952
5. H 0.494